1.
Computed, not measured: C20H36IrN6O2S2Se2 as an isolated structure, with ωB97M-V/def2-TZVPD.

The geometry in XYZ format:
```
69
Properties=species:S:1:pos:R:3
Ir 0.129 0.562 1.400
C 2.267 2.336 3.827
Se 2.536 1.084 2.365
C 3.309 2.425 1.142
C 3.955 1.895 -0.118
Se 2.738 1.080 -1.438
C 3.430 1.979 -3.010
H 1.680 3.182 3.472
H 3.243 2.669 4.180
H 1.755 1.834 4.645
H 4.088 2.916 1.734
H 2.522 3.147 0.917
H 4.714 1.144 0.114
H 4.437 2.728 -0.635
H 4.514 1.885 -3.018
H 3.154 3.032 -2.977
H 3.019 1.516 -3.905
C -2.842 -1.599 5.574
C -2.539 -0.223 5.168
N -2.924 0.869 5.739
N -2.472 1.889 5.001
C -1.788 1.458 3.933
S -1.116 2.354 2.675
N -1.801 0.094 4.033
N -1.125 -0.757 3.164
H -3.457 -1.577 6.467
H -1.938 -2.165 5.788
H -3.392 -2.110 4.784
H -2.669 2.841 5.285
H -1.776 -1.323 2.614
H -0.529 -1.398 3.691
C -0.854 3.983 -1.607
S -1.153 2.341 -0.889
O 0.249 1.874 -0.477
C -1.540 1.505 -2.441
C -2.872 1.470 -2.828
C -3.193 0.939 -4.067
C -2.192 0.457 -4.897
C -0.866 0.485 -4.488
C -0.537 1.005 -3.248
H -0.079 3.921 -2.360
H -0.558 4.659 -0.813
H -1.783 4.321 -2.053
H -3.647 1.862 -2.186
H -4.222 0.916 -4.386
H -2.445 0.058 -5.867
H -0.096 0.109 -5.143
H 0.493 1.041 -2.908
C 1.995 -2.406 0.782
N 1.092 -2.845 -0.253
C 1.534 -4.025 -0.984
C 0.864 -4.091 -2.345
C -0.636 -3.977 -2.128
N -0.930 -2.764 -1.388
C -2.225 -2.167 -1.608
C -0.105 -2.258 -0.448
O -0.488 -1.268 0.236
H 2.930 -2.074 0.325
H 2.207 -3.232 1.463
H 1.552 -1.585 1.357
H 1.297 -4.919 -0.395
H 2.619 -3.977 -1.093
H 1.110 -5.030 -2.838
H 1.207 -3.267 -2.973
H -1.009 -4.850 -1.578
H -1.173 -3.938 -3.078
H -2.331 -1.881 -2.656
H -2.319 -1.283 -0.982
H -3.019 -2.877 -1.367
```

For the HOMO energy (spin up / spin down), the calculation gives -15.54 / -15.54 eV. The net charge is +3. The LUMO energy (spin up / spin down) is -11.21 / -11.21 eV. The value obtained for the HOMO-LUMO gap (spin up / spin down) is 4.332 / 4.331 eV. For the energy, the calculation gives -6965.24032 Ha.



2.
Computed, not measured: C20H36MoNOP2 as an isolated structure, with ωB97M-V/def2-TZVPD.

The geometry in XYZ format:
```
61
Properties=species:S:1:pos:R:3
P 2.132 2.317 -1.822
P 1.898 -0.687 -2.840
C 3.302 1.734 -3.156
C 2.758 0.534 -3.943
H 4.254 1.484 -2.660
H 3.478 2.596 -3.815
H 2.032 0.848 -4.710
H 3.570 -0.017 -4.440
C 3.343 -1.601 -2.171
H 2.973 -2.468 -1.607
H 3.927 -0.965 -1.493
H 3.978 -1.945 -2.999
C 1.232 -1.900 -4.022
H 2.037 -2.320 -4.642
H 0.485 -1.408 -4.659
H 0.744 -2.704 -3.454
C 3.058 3.780 -1.229
H 2.455 4.300 -0.475
H 3.270 4.457 -2.069
H 4.002 3.456 -0.771
C 0.896 3.178 -2.882
H 0.336 2.474 -3.511
H 1.423 3.901 -3.519
H 0.187 3.711 -2.234
Mo -0.720 0.603 1.718
C -1.286 -1.095 0.443
C -0.001 -1.282 1.029
C 1.290 -0.807 0.413
C 1.756 0.644 0.758
C 0.767 1.775 0.598
C -0.501 1.695 -0.099
C -0.687 0.734 -1.241
C -1.556 -0.500 -0.914
C -2.715 0.726 2.210
H -2.084 -1.739 0.833
H 0.078 -2.058 1.799
H 1.269 -0.952 -0.687
H 2.104 -1.483 0.738
H 2.152 0.631 1.789
H 2.648 0.857 0.136
H 1.135 2.772 0.869
H -1.035 2.647 -0.207
H 0.316 0.411 -1.601
H -1.117 1.258 -2.114
H -2.617 -0.198 -0.964
H -1.436 -1.251 -1.721
H -3.363 0.016 1.679
H -3.032 1.763 2.021
H -2.745 0.509 3.295
O -2.781 -3.181 2.585
N -3.315 -2.776 3.702
C -2.520 -2.545 4.797
C -3.074 -2.135 5.996
C -4.457 -1.968 6.106
C -5.247 -2.145 4.968
C -4.668 -2.552 3.780
H -1.455 -2.724 4.659
H -2.397 -1.958 6.829
H -4.905 -1.705 7.060
H -6.324 -1.996 4.982
H -5.244 -2.745 2.877
```

Its spin multiplicity is 4. The expectation value of S² is 3.790. For the HOMO energy (spin up / spin down), the calculation gives -12.77 / -12.77 eV. The net charge is +2. The LUMO energy (spin up / spin down) is -6.67 / -9.25 eV. The value obtained for the HOMO-LUMO gap (spin up / spin down) is 6.106 / 3.527 eV. For the energy, the calculation gives -1663.72541 Ha.



3.
Computed, not measured: C20H37BN6O6S as an isolated structure, with ωB97M-V/def2-TZVPD.

The geometry in XYZ format:
```
71
Properties=species:S:1:pos:R:3
C -1.754 1.641 -0.022
C -3.029 1.729 -0.994
C -3.527 0.268 -1.515
C -2.293 -0.737 -1.533
O -2.543 -1.929 -2.361
C -1.277 -2.583 -2.443
C -0.485 -2.300 -3.814
C 0.697 -3.342 -4.111
C 1.173 -4.191 -2.834
O 1.709 -3.293 -1.813
B 2.479 -5.078 -3.345
O 2.665 -5.289 -4.761
N 3.503 -5.662 -2.446
C 4.622 -4.727 -2.147
C 2.933 -6.126 -1.149
O 0.174 -5.112 -2.326
S -1.347 -4.423 -2.244
O -2.151 -4.940 -3.387
O -2.091 -4.776 -1.005
H -1.888 0.876 0.816
H -1.559 2.636 0.495
H -0.800 1.347 -0.587
H -2.700 2.292 -1.937
H -3.926 2.224 -0.490
H -4.277 -0.145 -0.765
H -3.966 0.427 -2.548
H -2.102 -1.040 -0.445
H -1.399 -0.208 -2.004
H -0.646 -2.190 -1.568
H -0.162 -1.206 -3.906
H -1.269 -2.449 -4.639
H 1.594 -2.734 -4.486
H 0.421 -4.019 -4.991
H 1.227 -3.522 -0.986
H 1.898 -5.783 -5.129
H 5.147 -5.047 -1.178
H 5.390 -4.647 -2.995
H 4.281 -3.646 -1.947
H 2.726 -5.222 -0.463
H 3.738 -6.726 -0.594
H 1.981 -6.741 -1.268
C -1.027 -9.087 -0.744
C 0.446 -9.261 -0.576
N 1.592 -9.394 -0.445
H -1.558 -9.841 -0.161
H -1.325 -8.095 -0.400
H -1.296 -9.195 -1.795
C -1.334 4.616 3.217
C -2.317 4.689 2.063
N -3.069 4.744 1.177
H -1.640 3.841 3.908
H -0.346 4.391 2.836
H -1.308 5.571 3.736
C -2.873 8.453 3.880
C -1.396 8.365 4.073
N -0.247 8.292 4.222
H -3.370 7.676 4.462
H -3.232 9.429 4.210
H -3.118 8.320 2.826
C 1.775 3.005 6.185
C 0.783 3.634 5.264
N 0.008 4.126 4.542
H 1.261 2.576 7.046
H 2.317 2.214 5.663
H 2.486 3.755 6.531
C 2.313 10.185 2.311
C 3.172 11.397 2.450
N 3.840 12.339 2.559
H 2.819 9.320 2.740
H 1.367 10.338 2.831
H 2.112 9.992 1.256
```

For the HOMO energy, the calculation gives -8.81 eV. The LUMO energy is 0.11 eV. The value obtained for the HOMO-LUMO gap is 8.920 eV. For the energy, the calculation gives -1987.05170 Ha.